{
  "formula": "C58H42FGeN2NiP3S2",
  "method": "ωB97M-V/def2-TZVPD",
  "max_force_ha_per_bohr": 0.010,
  "energy_ev": -213624.7801,
  "charge": 0,
  "homo_energy_ev": [-7.338, -7.553],
  "lumo_energy_ev": [0.091, -0.569],
  "spin_multiplicity": 3,
  "elements": ["Ge", "Ni", "S", "S", "P", "P", "P", "F", "N", "N", "C", "C", "C", "C", "C", "C", "C", "C", "C", "C", "C", "C", "C", "C", "C", "C", "C", "C", "C", "C", "C", "C", "C", "C", "C", "C", "C", "C", "C", "C", "C", "C", "C", "C", "C", "C", "C", "C", "C", "C", "C", "C", "C", "C", "C", "C", "C", "C", "C", "C", "C", "C", "C", "C", "C", "C", "C", "C", "H", "H", "H", "H", "H", "H", "H", "H", "H", "H", "H", "H", "H", "H", "H", "H", "H", "H", "H", "H", "H", "H", "H", "H", "H", "H", "H", "H", "H", "H", "H", "H", "H", "H", "H", "H", "H", "H", "H", "H", "H", "H"],
  "coordinates": [[-0.72, -1.97, 2.98], [-0.01, -0.03, 0.04], [-1.71, 1.33, -1.11], [1.15, 1.11, -1.62], [-0.54, 1.31, 1.95], [-1.61, -1.87, -0.34], [1.96, -1.21, 0.74], [-1.20, -2.78, 4.48], [1.46, 2.84, -4.90], [-2.88, 3.17, -4.13], [-2.19, -0.67, 2.88], [2.86, -5.19, 0.26], [3.53, 1.04, 0.38], [-5.60, -0.94, -0.23], [-1.31, 3.90, 2.66], [-3.40, -1.19, 3.31], [-1.08, -3.46, 0.39], [-0.70, 3.11, 1.69], [-0.79, -1.91, -4.36], [-5.37, -3.05, 0.87], [-4.58, -0.46, 3.20], [0.24, 1.39, 3.62], [-2.72, -2.96, -2.67], [-1.84, 2.82, -3.79], [2.60, -3.97, 0.86], [3.47, -0.34, 0.20], [-0.80, -3.49, 1.76], [-2.77, -3.22, -4.04], [1.50, 1.76, 6.08], [3.51, -1.24, 3.05], [0.56, 2.63, -4.21], [-2.17, 0.64, 2.37], [-0.63, -5.83, 0.25], [5.70, -0.28, -0.72], [-3.35, 1.35, 2.23], [1.15, -1.57, 3.43], [1.41, -1.64, 4.80], [4.67, 1.75, 0.02], [0.15, 1.48, 6.03], [-3.40, -1.89, 0.06], [4.56, -1.00, -0.35], [-0.55, 2.37, -3.36], [-0.73, -1.66, -2.99], [1.60, 1.68, 3.68], [2.12, -3.03, -1.31], [3.76, -1.32, 4.42], [2.71, -1.52, 5.29], [-1.36, 5.28, 2.50], [-0.98, -4.63, -0.36], [2.39, -4.25, -1.90], [2.76, -5.33, -1.12], [-1.69, -2.19, -2.14], [2.23, 1.86, 4.90], [-0.79, 5.87, 1.39], [2.23, -2.88, 0.08], [-3.99, -2.99, 0.70], [5.75, 1.09, -0.53], [-4.23, -0.87, -0.40], [-0.15, 5.09, 0.43], [-0.46, -4.70, 2.36], [2.22, -1.36, 2.55], [-0.40, 1.70, -2.17], [-0.48, 1.30, 4.80], [-6.18, -2.03, 0.40], [-0.38, -5.87, 1.61], [-4.56, 0.80, 2.63], [-1.80, -2.69, -4.88], [-0.11, 3.71, 0.58], [-0.43, 1.41, 6.94], [0.30, 5.55, -0.44], [-6.22, -0.13, -0.61], [-3.50, -3.36, -2.03], [-1.85, 5.89, 3.26], [-3.81, -0.03, -0.94], [-0.83, 6.95, 1.26], [4.54, -2.07, -0.50], [-3.38, -3.80, 1.06], [0.04, -1.01, -2.61], [4.69, 2.83, 0.15], [4.77, -1.22, 4.79], [4.34, -1.08, 2.38], [-0.55, -6.73, -0.35], [-1.85, -2.88, -5.95], [-0.26, -4.74, 3.42], [-1.73, 3.45, 3.55], [-3.58, -3.81, -4.44], [0.38, 3.11, -0.17], [6.54, -0.81, -1.16], [6.63, 1.64, -0.83], [-5.48, 1.36, 2.50], [2.68, 1.58, 0.77], [-0.12, -6.80, 2.09], [-3.44, -2.19, 3.74], [-5.80, -3.92, 1.36], [2.18, 1.77, 2.77], [-0.04, -1.47, -5.01], [2.31, -4.35, -2.98], [2.88, -1.57, 6.36], [2.97, -6.29, -1.58], [3.29, 2.08, 4.93], [-5.52, -0.90, 3.53], [-1.17, -4.61, -1.42], [1.85, -2.18, -1.92], [3.14, -6.04, 0.87], [-1.54, 1.08, 4.79], [-3.33, 2.34, 1.79], [1.99, 1.90, 7.04], [0.60, -1.81, 5.49], [-7.25, -2.09, 0.53], [2.68, -3.87, 1.93]],
  "mulliken_spin": [0.00, 1.44, 0.22, 0.16, -0.05, 0.05, -0.01, 0.00, 0.01, 0.01, 0.00, 0.00, 0.02, 0.00, 0.00, 0.00, 0.00, 0.02, 0.00, 0.00, 0.00, 0.03, 0.00, -0.01, 0.01, 0.02, 0.01, 0.00, 0.00, 0.00, -0.01, 0.01, 0.00, 0.00, -0.01, 0.00, 0.00, 0.00, 0.00, 0.02, 0.00, -0.02, 0.01, 0.02, 0.00, 0.00, 0.00, 0.00, 0.00, 0.00, 0.00, 0.01, 0.00, 0.00, 0.02, 0.00, 0.00, -0.01, 0.00, 0.00, 0.03, 0.01, 0.00, 0.00, 0.00, 0.00, 0.00, 0.01, 0.00, 0.00, 0.00, 0.00, 0.00, 0.01, 0.00, 0.00, 0.00, -0.01, 0.00, 0.00, 0.00, 0.00, 0.00, 0.00, 0.00, 0.00, 0.00, 0.00, 0.00, 0.00, -0.01, 0.00, 0.00, 0.00, 0.00, 0.00, 0.00, 0.00, 0.00, 0.00, 0.00, 0.00, 0.00, 0.00, 0.00, 0.00, 0.00, 0.00, 0.00, 0.00]
}

{
  "formula": "C10H8AsIN2O2ReS4",
  "method": "ωB97M-V/def2-TZVPD",
  "max_force_ha_per_bohr": 0.005,
  "energy_ev": -131957.1499,
  "charge": 3,
  "homo_energy_ev": -16.862,
  "lumo_energy_ev": -11.370,
  "elements": ["Re", "I", "As", "S", "S", "S", "S", "O", "O", "N", "N", "C", "C", "C", "C", "C", "C", "C", "C", "C", "C", "H", "H", "H", "H", "H", "H", "H", "H"],
  "coordinates": [[-1.22, 1.56, 0.92], [-7.37, 1.69, 0.83], [-0.23, 4.08, 2.74], [-0.32, 3.54, 0.53], [-0.88, 5.90, 3.65], [1.19, 5.22, 3.86], [-1.13, 2.00, 3.08], [-0.05, 0.43, 0.60], [3.00, -1.61, 0.13], [-3.61, 0.93, -0.90], [-3.15, 1.37, 0.31], [4.52, -6.05, 0.33], [3.14, -4.10, 0.33], [-4.93, 0.97, -0.95], [2.11, -6.24, 0.62], [1.97, -4.87, 0.53], [3.38, -6.82, 0.53], [3.04, -2.73, 0.22], [4.43, -4.68, 0.23], [-5.41, 1.44, 0.28], [-4.28, 1.68, 1.03], [-2.98, 0.67, -1.65], [1.24, -6.86, 0.78], [5.49, -6.52, 0.26], [-5.47, 0.67, -1.84], [5.30, -4.06, 0.07], [1.00, -4.40, 0.60], [3.47, -7.89, 0.60], [-4.20, 2.03, 2.04]],
  "mulliken_charge": [0.84, 0.36, 0.83, -0.17, 0.01, 0.01, -0.17, -0.16, -0.12, -0.14, 0.07, -0.61, 0.92, -0.01, -0.59, -0.42, -0.30, 0.36, -0.41, -0.65, -0.04, 0.24, 0.43, 0.44, 0.49, 0.45, 0.42, 0.42, 0.49]
}

{
  "formula": "C37H35ClN2S2Si2Zn",
  "method": "ωB97M-V/def2-TZVPD",
  "max_force_ha_per_bohr": 0.128,
  "energy_ev": -140277.7270,
  "charge": 0,
  "homo_energy_ev": [-5.592, -5.541],
  "lumo_energy_ev": [-1.519, -1.989],
  "elements": ["Zn", "Cl", "S", "S", "Si", "Si", "N", "N", "C", "C", "C", "C", "C", "C", "C", "C", "C", "C", "C", "C", "C", "C", "C", "C", "C", "C", "C", "C", "C", "C", "C", "C", "C", "C", "C", "C", "C", "C", "C", "C", "C", "C", "C", "C", "C", "H", "H", "H", "H", "H", "H", "H", "H", "H", "H", "H", "H", "H", "H", "H", "H", "H", "H", "H", "H", "H", "H", "H", "H", "H", "H", "H", "H", "H", "H", "H", "H", "H", "H", "H"],
  "coordinates": [[0.70, 2.10, 1.48], [2.59, 3.12, 1.14], [-1.45, 3.81, 5.74], [2.44, -1.25, 4.84], [1.44, -2.90, -1.08], [0.06, 1.13, -2.48], [1.38, 0.59, 3.31], [-0.21, 2.75, 3.71], [-1.22, -3.85, -1.04], [-2.20, 0.11, 4.32], [1.51, 3.47, -5.73], [0.27, -2.04, -6.09], [2.90, -0.94, 2.08], [0.33, -5.18, 0.26], [-0.97, 0.30, 0.04], [-2.06, -5.36, 0.69], [-1.95, -0.44, 3.04], [0.60, 4.51, -5.81], [0.32, 2.56, -3.81], [-0.17, 1.45, -0.17], [-2.28, -4.40, -0.31], [-0.54, 4.49, -5.01], [0.11, -4.12, -0.65], [1.04, -1.38, -3.88], [0.96, 0.84, 4.62], [-0.41, -0.96, -0.04], [-1.16, 4.93, 3.17], [-0.68, 3.53, -4.00], [2.21, -0.43, 3.28], [0.83, -1.20, -0.67], [-0.62, -0.97, -6.04], [-0.74, -5.81, 0.92], [1.45, -0.05, 5.57], [0.10, 1.96, 4.83], [1.10, -2.22, -4.99], [-0.48, 2.40, 6.01], [1.52, -0.11, -1.20], [-1.15, -1.92, 4.60], [1.38, 2.49, -4.73], [-1.71, -0.81, 5.29], [1.06, 1.22, -0.97], [-0.69, -0.13, -4.93], [-1.28, -1.69, 3.20], [-0.90, 3.80, 4.07], [0.18, -0.28, -3.84], [3.38, -0.11, 1.53], [-2.70, 1.05, 4.52], [-1.41, 1.18, -2.24], [-1.59, 3.52, -3.39], [1.78, -3.08, -4.95], [-0.53, -6.66, 1.58], [2.58, -3.10, -0.32], [-1.31, -0.81, -6.86], [-2.23, 0.02, 2.09], [-1.74, -0.67, 6.36], [-1.30, 5.25, -5.15], [2.19, -1.43, 1.40], [-1.40, 0.69, -4.92], [1.83, 1.99, -1.09], [-0.96, -1.78, 0.41], [1.36, -5.48, 0.48], [-1.99, 4.68, 2.50], [-2.89, -5.81, 1.25], [0.74, 5.28, -6.55], [-0.70, -2.80, 5.05], [0.29, -2.73, -6.94], [-0.65, 2.44, -0.22], [-1.41, -3.14, -1.86], [-3.31, -4.08, -0.53], [-1.41, 5.83, 3.76], [2.35, 3.42, -6.41], [-2.05, 0.47, 0.19], [1.20, -0.05, 6.63], [2.47, -0.24, -1.74], [-0.37, 1.93, 6.99], [1.63, -1.70, -2.99], [-0.95, -2.36, 2.41], [2.08, 1.64, -4.70], [3.66, -1.66, 2.40], [-0.25, 5.13, 2.58]],
  "mulliken_charge": [0.16, -0.53, -0.20, -0.21, -0.02, 0.12, 0.39, -0.01, -0.21, -1.09, -0.69, -0.59, -0.62, -0.49, -1.54, -0.50, 0.09, -0.43, 0.00, -0.75, -0.40, -0.65, 0.41, 0.24, -0.11, 0.31, -1.16, -0.14, 0.15, 0.54, -0.63, -0.46, -0.07, -0.58, -0.79, -0.16, -1.46, -1.20, -0.02, -0.68, -0.62, -0.52, -0.19, 0.44, 1.00, 0.17, 0.50, -0.21, 0.34, 0.39, 0.37, -0.21, 0.39, 0.53, 0.55, 0.37, -0.15, 0.39, 1.27, 0.82, 0.35, 0.24, 0.38, 0.39, 0.47, 0.38, 1.46, 0.43, 0.37, 0.43, 0.37, 0.58, 0.37, 0.62, 0.39, -0.39, 0.47, 0.28, 0.54, 0.22]
}

{
  "formula": "C3H8N4",
  "method": "ωB97M-V/def2-TZVPD",
  "smiles": "[H]/N=C(\\C=C/N)NN",
  "max_force_ha_per_bohr": 0.074,
  "energy_ev": -9199.2259,
  "charge": 0,
  "homo_energy_ev": -7.902,
  "lumo_energy_ev": 0.845,
  "elements": ["N", "N", "N", "N", "C", "C", "C", "H", "H", "H", "H", "H", "H", "H", "H"],
  "coordinates": [[1.97, 0.11, -0.50], [-0.26, 1.82, 0.30], [-1.17, 0.88, -0.37], [-2.24, -1.07, -0.25], [0.13, -1.23, 0.26], [1.40, -1.01, -0.01], [-1.06, -0.48, -0.12], [-2.09, 1.14, -0.56], [-2.14, -2.10, -0.05], [-0.45, 2.11, 1.26], [-0.15, -2.19, 0.67], [1.25, 0.91, -0.37], [2.13, -1.81, 0.36], [-0.22, 2.64, -0.31], [2.92, 0.29, -0.28]],
  "mulliken_charge": [-0.48, -0.58, -0.16, -0.81, -0.66, -0.09, 0.69, 0.29, 0.21, 0.20, 0.22, 0.42, 0.25, 0.24, 0.26]
}

{
  "formula": "C26H31N7O5PSV",
  "method": "ωB97M-V/def2-TZVPD",
  "max_force_ha_per_bohr": 0.075,
  "energy_ev": -93917.8228,
  "charge": 3,
  "homo_energy_ev": [-15.091, -15.092],
  "lumo_energy_ev": [-11.656, -11.096],
  "spin_multiplicity": 2,
  "elements": ["V", "S", "P", "O", "O", "O", "O", "O", "N", "N", "N", "N", "N", "N", "N", "C", "C", "C", "C", "C", "C", "C", "C", "C", "C", "C", "C", "C", "C", "C", "C", "C", "C", "C", "C", "C", "C", "C", "C", "C", "C", "H", "H", "H", "H", "H", "H", "H", "H", "H", "H", "H", "H", "H", "H", "H", "H", "H", "H", "H", "H", "H", "H", "H", "H", "H", "H", "H", "H", "H", "H", "H"],
  "coordinates": [[-0.86, 0.10, -0.35], [-0.46, 2.48, 0.02], [-2.66, -0.51, 0.92], [-2.29, -1.30, 2.27], [-3.98, 0.30, 1.17], [-0.56, 2.38, 1.44], [-3.11, -1.57, -0.17], [0.45, 1.41, -0.53], [2.80, -5.63, 2.40], [2.91, -4.37, 1.94], [-1.88, 1.89, -0.56], [-0.24, -1.53, 0.34], [1.15, -2.82, 1.42], [-1.66, 0.26, -2.05], [3.70, -6.34, 1.94], [0.57, -1.61, 1.40], [4.58, -3.32, 0.32], [-1.99, 1.86, -4.24], [-1.95, 2.43, -2.98], [0.98, 8.01, -1.84], [0.74, -0.55, 2.43], [5.71, -5.94, 0.44], [1.46, 5.55, -1.72], [-0.50, 6.42, -0.62], [-3.24, -2.06, 3.06], [-0.19, -2.73, -0.31], [5.73, -3.65, -0.37], [-1.90, 0.47, -4.39], [-4.01, 1.52, 1.96], [4.55, -5.63, 1.14], [4.01, -4.31, 1.11], [-0.03, 4.09, -0.58], [-4.46, -2.09, -0.32], [1.12, 4.27, -1.33], [6.28, -4.94, -0.32], [0.65, 6.64, -1.39], [0.68, -3.54, 0.36], [-1.85, 1.58, -1.88], [2.09, -3.32, 2.43], [-1.72, -0.30, -3.26], [-0.85, 5.15, -0.21], [0.31, -0.89, 3.38], [-4.60, -2.94, 0.35], [4.12, -2.35, 0.22], [7.17, -5.15, -0.89], [1.12, 8.67, -0.97], [-3.20, -3.10, 2.75], [0.23, 0.37, 2.14], [-5.20, -1.32, -0.11], [-1.72, 4.97, 0.40], [1.87, 8.03, -2.46], [6.16, -6.92, 0.52], [-4.00, 2.37, 1.28], [-0.80, -2.94, -1.17], [-4.95, 1.49, 2.51], [1.74, 3.42, -1.58], [0.15, 8.44, -2.40], [2.36, 5.71, -2.29], [1.79, -0.32, 2.61], [-2.08, 2.49, -5.11], [-4.55, -2.41, -1.35], [-1.12, 7.26, -0.34], [1.53, -3.72, 3.29], [0.98, -4.55, 0.15], [6.21, -2.91, -0.99], [-2.92, -1.96, 4.10], [2.71, -2.48, 2.77], [-2.03, 3.50, -2.84], [-4.26, -1.68, 2.94], [-3.16, 1.57, 2.64], [-1.96, 0.01, -5.36], [-1.62, -1.38, -3.31]],
  "mulliken_spin": [1.17, -0.03, -0.07, 0.00, -0.01, 0.01, 0.00, -0.02, 0.00, 0.00, -0.04, -0.03, 0.00, -0.01, 0.00, 0.00, 0.00, 0.01, -0.01, 0.00, 0.01, 0.00, 0.00, 0.00, 0.00, 0.01, 0.00, -0.01, 0.00, 0.00, 0.00, 0.00, 0.00, 0.00, 0.00, 0.00, 0.01, 0.00, 0.00, 0.01, 0.00, 0.00, 0.00, 0.00, 0.00, 0.00, 0.00, -0.01, 0.00, 0.00, 0.00, 0.00, 0.00, 0.00, 0.00, 0.00, 0.00, 0.00, 0.00, 0.00, 0.00, 0.00, 0.00, 0.00, 0.00, 0.00, 0.00, 0.00, 0.00, 0.00, 0.00, 0.00]
}

{
  "formula": "C17H20N2O3S",
  "method": "ωB97M-V/def2-TZVPD",
  "smiles": "CCOC(=O)Cn1/c(=N/C(=O)C2CC2)sc2c(C)cc(C)cc21",
  "max_force_ha_per_bohr": 0.050,
  "energy_ev": -37911.4368,
  "charge": 0,
  "homo_energy_ev": -8.166,
  "lumo_energy_ev": 0.555,
  "elements": ["S", "O", "O", "O", "N", "N", "C", "C", "C", "C", "C", "C", "C", "C", "C", "C", "C", "C", "C", "C", "C", "C", "C", "H", "H", "H", "H", "H", "H", "H", "H", "H", "H", "H", "H", "H", "H", "H", "H", "H", "H", "H", "H"],
  "coordinates": [[1.41, 0.48, -1.32], [0.72, -1.64, -3.31], [-2.97, 1.13, -0.17], [-4.08, -0.93, 0.05], [-0.71, -1.41, -1.60], [-0.54, -0.08, 0.29], [1.42, 1.20, 0.25], [-0.31, -1.97, -2.79], [0.80, 2.82, 4.17], [2.35, 2.09, 0.78], [2.16, 2.59, 2.07], [1.04, 2.22, 2.81], [-1.21, -3.05, -3.45], [-3.01, -0.05, 0.17], [0.30, 0.80, 0.97], [-5.25, -0.41, -0.56], [-0.05, -0.46, -0.98], [-5.20, -0.41, -2.09], [-0.53, -4.13, -4.30], [0.08, 1.39, 2.25], [-1.77, -0.63, 0.85], [3.50, 2.48, -0.04], [-1.33, -3.00, -4.94], [-1.86, -0.51, 1.94], [3.85, 1.68, -0.71], [-5.02, -1.45, -2.44], [-2.30, -3.11, -5.40], [-6.16, -0.06, -2.50], [-0.71, -2.20, -5.37], [-1.76, -1.71, 0.74], [4.32, 2.76, 0.61], [-0.86, 1.20, 2.79], [-5.45, 0.61, -0.21], [0.57, -4.06, -4.40], [-0.22, 3.19, 4.27], [0.95, 2.12, 5.00], [3.21, 3.36, -0.58], [-0.97, -5.13, -4.30], [-4.42, 0.23, -2.47], [1.51, 3.67, 4.27], [-2.05, -3.37, -2.84], [2.89, 3.25, 2.51], [-6.11, -1.00, -0.24]],
  "mulliken_charge": [-0.28, -0.66, -0.58, -0.33, -0.27, 0.36, 0.53, 0.17, -1.46, 0.66, -0.91, 0.63, 0.11, 0.75, 0.62, -0.25, 0.33, -1.05, -0.67, -0.85, -1.19, -1.78, -0.62, 0.48, 0.45, 0.23, 0.28, 0.38, 0.24, 0.33, 0.41, 0.33, 0.32, 0.22, 0.37, 0.29, 0.33, 0.27, 0.32, 0.35, 0.48, 0.33, 0.34]
}

Copy entry 6 word for word.
{
  "formula": "C17H20N2O3S",
  "method": "ωB97M-V/def2-TZVPD",
  "smiles": "CCOC(=O)Cn1/c(=N/C(=O)C2CC2)sc2c(C)cc(C)cc21",
  "max_force_ha_per_bohr": 0.050,
  "energy_ev": -37911.4368,
  "charge": 0,
  "homo_energy_ev": -8.166,
  "lumo_energy_ev": 0.555,
  "elements": ["S", "O", "O", "O", "N", "N", "C", "C", "C", "C", "C", "C", "C", "C", "C", "C", "C", "C", "C", "C", "C", "C", "C", "H", "H", "H", "H", "H", "H", "H", "H", "H", "H", "H", "H", "H", "H", "H", "H", "H", "H", "H", "H"],
  "coordinates": [[1.41, 0.48, -1.32], [0.72, -1.64, -3.31], [-2.97, 1.13, -0.17], [-4.08, -0.93, 0.05], [-0.71, -1.41, -1.60], [-0.54, -0.08, 0.29], [1.42, 1.20, 0.25], [-0.31, -1.97, -2.79], [0.80, 2.82, 4.17], [2.35, 2.09, 0.78], [2.16, 2.59, 2.07], [1.04, 2.22, 2.81], [-1.21, -3.05, -3.45], [-3.01, -0.05, 0.17], [0.30, 0.80, 0.97], [-5.25, -0.41, -0.56], [-0.05, -0.46, -0.98], [-5.20, -0.41, -2.09], [-0.53, -4.13, -4.30], [0.08, 1.39, 2.25], [-1.77, -0.63, 0.85], [3.50, 2.48, -0.04], [-1.33, -3.00, -4.94], [-1.86, -0.51, 1.94], [3.85, 1.68, -0.71], [-5.02, -1.45, -2.44], [-2.30, -3.11, -5.40], [-6.16, -0.06, -2.50], [-0.71, -2.20, -5.37], [-1.76, -1.71, 0.74], [4.32, 2.76, 0.61], [-0.86, 1.20, 2.79], [-5.45, 0.61, -0.21], [0.57, -4.06, -4.40], [-0.22, 3.19, 4.27], [0.95, 2.12, 5.00], [3.21, 3.36, -0.58], [-0.97, -5.13, -4.30], [-4.42, 0.23, -2.47], [1.51, 3.67, 4.27], [-2.05, -3.37, -2.84], [2.89, 3.25, 2.51], [-6.11, -1.00, -0.24]],
  "mulliken_charge": [-0.28, -0.66, -0.58, -0.33, -0.27, 0.36, 0.53, 0.17, -1.46, 0.66, -0.91, 0.63, 0.11, 0.75, 0.62, -0.25, 0.33, -1.05, -0.67, -0.85, -1.19, -1.78, -0.62, 0.48, 0.45, 0.23, 0.28, 0.38, 0.24, 0.33, 0.41, 0.33, 0.32, 0.22, 0.37, 0.29, 0.33, 0.27, 0.32, 0.35, 0.48, 0.33, 0.34]
}